Entry 1:
# C18H17F6N5O6S3V

C18H17F6N5O6S3V as an isolated structure (ωB97M-V/def2-TZVPD, the OMol25 dataset).

Last column: Löwdin spin population.
Cartesian coordinates (Å):
V 0.009 -0.174 0.489  2.54
S -1.116 3.075 -1.698  0.00
S 1.343 1.776 -2.133  0.01
S 2.320 -0.436 1.638  0.01
F 1.091 1.489 -4.747  0.00
F 1.837 -0.262 -3.718  0.00
F -1.651 2.601 -4.243  0.00
F -3.196 3.671 -3.168  0.00
F -0.260 0.249 -3.590  0.00
F -1.392 4.702 -3.773  0.00
O 1.076 0.797 -1.096  0.03
O -1.719 1.809 -1.397  0.01
O -1.353 4.203 -0.861  0.00
O -0.408 1.592 1.286  0.03
O -0.857 -0.961 2.183  0.03
O 2.705 2.145 -2.320  0.00
N 0.400 2.993 -2.150  0.00
N 2.038 -2.203 -0.333  0.00
N -1.661 -0.929 -0.596  0.03
N 4.149 -1.940 0.493  0.00
N 0.726 -1.856 -0.428  0.01
C -0.699 1.908 2.493  0.01
C 0.973 0.764 -3.640  0.00
C -3.950 -1.043 -1.234  0.02
C -1.181 0.993 3.485  0.01
C -1.876 3.546 -3.325  0.00
C -0.561 3.275 2.873  0.00
C -1.390 2.807 5.096  0.00
C -0.011 -2.482 -1.291  0.12
C 0.512 -3.560 -2.189  0.02
C -1.291 -0.415 3.221  0.02
C -2.902 -0.452 -0.552  0.02
C 2.854 -1.561 0.538  0.01
C -1.395 -2.019 -1.330  0.03
C -2.398 -2.661 -2.055  0.01
C -0.894 3.701 4.126  0.00
C -1.940 -1.336 4.224  0.00
C -1.530 1.489 4.768  0.00
C -3.688 -2.167 -2.001  0.02
H -0.185 -3.780 -2.990  0.00
H -2.178 -3.539 -2.644  0.00
H 4.792 -1.384 1.030  0.00
H -3.029 0.450 0.031  0.00
H 1.437 -3.250 -2.684  0.00
H -4.942 -0.619 -1.173  0.00
H 0.707 -4.488 -1.645  0.01
H -1.903 0.800 5.513  0.00
H -1.357 -1.371 5.145  0.00
H -0.781 4.749 4.377  0.00
H -0.210 3.960 2.114  0.00
H -2.942 -0.993 4.483  0.00
H 2.409 -2.858 -1.001  0.00
H -1.653 3.162 6.083  0.00
H 4.524 -2.397 -0.323  0.00
H -4.481 -2.652 -2.556  0.00
H -1.988 -2.333 3.794  0.00

Values from the calculation:
Strongest force on any atom = 0.7 eV/Å
Calculated total energy = -4159.2100 hartree
Multiplicity = 4
<S²> = 3.768
Highest occupied orbital energy (alpha / beta) = -0.2581 / -0.2875 hartree

---

Entry 2:
# C18H17N3O2S

C18H17N3O2S in the gas phase (ωB97M-V/def2-TZVPD, the OMol25 dataset).

Last column: Mulliken charge in e.
Cartesian coordinates (Å):
S -1.379 -2.838 -0.522  -0.22
O -5.249 -0.506 1.421  -0.71
O 0.507 -1.401 1.093  -0.64
N -3.415 -1.488 0.507  0.05
N -1.823 -0.268 -0.728  -0.29
N 2.058 -0.866 -0.505  -0.05
C -2.774 3.247 -0.844  -0.42
C 0.905 -1.417 -0.045  0.63
C 3.073 -0.210 0.211  0.45
C -3.808 -2.774 1.035  -1.23
C -4.228 -0.379 0.778  0.80
C 3.971 0.708 2.243  -0.63
C -4.441 2.060 0.409  -0.54
C -2.275 -1.359 -0.222  0.30
C 0.139 -2.109 -1.177  -0.86
C -2.060 2.088 -1.040  -0.49
C 4.240 0.152 -0.477  0.93
C 4.412 -0.139 -1.942  -1.54
C -2.531 0.882 -0.511  0.03
C 5.128 1.066 1.576  -0.66
C -3.731 0.873 0.221  0.26
C 5.251 0.787 0.226  -0.63
C 2.945 0.074 1.566  -0.63
C -3.967 3.238 -0.121  -0.62
H -4.725 -2.623 1.604  0.36
H 2.243 -0.965 -1.492  0.22
H -4.516 4.157 0.021  0.40
H 5.932 1.559 2.101  0.38
H -1.136 2.083 -1.596  0.45
H -2.409 4.177 -1.255  0.39
H 5.385 0.211 -2.277  0.37
H 3.861 0.919 3.296  0.39
H 0.720 -2.931 -1.596  0.58
H -5.360 2.021 0.975  0.46
H -3.987 -3.481 0.223  0.38
H 3.652 0.368 -2.538  0.37
H -0.138 -1.395 -1.952  0.39
H 6.156 1.067 -0.296  0.32
H -3.025 -3.167 1.686  0.38
H 4.356 -1.211 -2.141  0.36
H 2.044 -0.208 2.082  0.52

Values from the calculation:
Strongest force on any atom = 0.8 eV/Å
Calculated total energy = -1409.1229 hartree
Highest occupied orbital energy = -0.3049 hartree

---

Relative energy (zero: lowest compared OMol25 entry of this formula, charge and spin) (kcal/mol)
6.48 9.54